Entry a
A 2-piece molecular cluster, C5H14S overall, computed with ωB97M-V/def2-TZVPD.

Positions of all 20 atoms, in Å:
H1 -0.07193 -0.49144 3.22404
C1 -1.50025 0.73689 -0.73071
H2 -1.56284 -0.39485 2.24051
H3 0.86370 -2.12971 1.57522
H4 2.42022 -0.16830 -1.62957
H5 -0.76941 -2.12612 0.79686
C2 1.49308 0.32655 -1.99778
C3 1.19849 1.62636 -1.35863
H6 -1.20098 -0.26487 -0.97638
H7 1.54967 1.83115 -0.29401
H8 1.54650 2.55118 -1.94987
H9 -1.85293 0.65409 0.31272
S1 -0.56301 2.16937 -1.21636
H10 -2.44137 0.79181 -1.28777
H11 1.50748 0.23691 -3.10425
C4 -0.22437 -1.98269 1.72268
H12 -0.00529 0.22008 1.62460
H13 -0.62595 -2.63519 2.49359
C5 -0.46400 -0.55565 2.23076
H14 0.70318 -0.39560 -1.67566

Results
- spin multiplicity = 1
- Kohn-Sham gap (eV) = 9.34
- SMILES string = CCSC.CC


Entry b
A 2-piece molecular cluster, C5H14S overall, computed with ωB97M-V/def2-TZVPD.

Positions of all 20 atoms, in Å:
H1 1.44219 2.79543 -0.73175
H2 -1.15204 -3.06788 -0.81263
H3 1.50773 -0.39930 1.16938
H4 -2.54132 0.71411 -0.24298
H5 -1.24278 -0.82922 -1.53019
H6 1.04661 1.27906 -1.53268
H7 -2.29804 -0.37970 1.15744
C1 -1.34334 -2.36458 -0.00414
C2 -1.82168 0.16338 0.35258
H8 2.01237 0.91708 2.24454
C3 -1.08079 -0.93550 -0.45056
H9 0.80712 1.21612 1.01072
S1 2.92931 1.05266 -0.03163
H10 -0.01651 -0.71820 -0.40451
H11 -1.15001 0.95660 0.66940
C4 1.86903 1.90768 -1.19278
C5 1.71214 0.66810 1.22919
H12 2.47391 2.15575 -2.05696
H13 -2.38631 -2.53041 0.27050
H14 -0.76759 -2.60118 0.88707

Results
- spin multiplicity = 1
- Kohn-Sham gap (eV) = 9.47
- SMILES string = CCC.CSC


Entry c
A 2-piece molecular cluster, C5H14S overall, computed with ωB97M-V/def2-TZVPD.

Positions of all 20 atoms, in Å:
H1 -0.16220 2.03437 0.74086
H2 -1.18688 -0.13116 0.03160
C1 -1.23425 1.95426 0.90984
H3 -0.31187 -2.02206 -1.09122
H4 0.83474 -2.04181 1.27294
H5 -1.46224 3.40544 -0.67250
H6 1.50778 -0.43760 1.59447
C2 -1.98812 2.51805 -0.31042
H7 1.08350 -0.10159 -0.71297
H8 0.98187 -3.14107 -0.90245
H9 -1.45618 2.59470 1.76166
H10 2.54455 -1.79406 1.30001
H11 0.93758 -2.17050 -2.34015
C3 0.76098 -2.13509 -1.26657
S1 -1.57831 0.20651 1.26547
H12 -2.02577 1.81681 -1.14037
C4 1.55786 -1.07375 -0.52846
H13 -2.97538 2.80918 0.03080
H14 2.56439 -0.96454 -0.92352
C5 1.60795 -1.32610 0.98097

Results
- spin multiplicity = 1
- Kohn-Sham gap (eV) = 9.90
- SMILES string = CCC.CCS


Most stable structure among those shown: entry c. Next: +0.232 eV.